Record 1
Formula: C52H36ClKN4O3
Source: the Open Molecules 2025 dataset
Level of theory: wB97M-V/def2-TZVPD

```
97
C52H36ClKN4O3 (wB97M-V/def2-TZVPD)
C 4.0148 -6.2358 -0.3645
H 3.3638 -8.1035 -1.2084
C -5.4472 0.4268 -2.3490
H 6.8219 3.8889 -3.1748
H 5.4088 3.0206 -1.3384
C -4.3121 -2.5748 5.6331
C 2.6934 -2.0238 -0.6667
C 4.6425 2.0344 -4.9782
C 1.8197 -6.6125 -1.2507
C -2.3717 -1.5835 3.8698
H -2.9445 -1.5782 -0.3985
C 0.9521 -2.9148 0.9484
C -1.3764 0.0334 -3.5280
Cl -6.2778 -0.8989 -4.5881
C 3.8550 1.5519 -3.9431
C -0.6214 4.7190 1.5635
H -4.0136 -1.1321 2.5805
C 4.0740 -0.9662 -2.1036
H 0.6731 -5.0349 1.7142
H -2.8986 1.0926 4.2771
C 0.3890 -3.9940 1.7403
H -5.7305 -2.0033 4.1246
C 3.0930 -7.0829 -0.9643
C -2.6532 -2.5738 -0.7468
C 1.4919 4.3278 -0.3865
H -2.4662 4.0889 0.6905
C -3.7252 -0.3066 -3.8413
H 2.8865 4.2487 -2.0544
H 1.0975 5.6503 2.4261
H -4.8064 1.4560 -0.5997
H -3.3881 -2.9067 -1.4803
O -0.3086 0.3430 -3.0383
H -2.1501 3.4901 3.4622
C 5.9889 3.2319 -3.3985
C -0.5478 -2.0065 2.2580
H 4.8140 -0.7223 -2.8500
C 2.5651 2.3799 -0.7880
C 1.9997 -3.0470 0.0010
H 4.3742 -4.2655 0.4183
H -0.7498 -2.3121 -0.7094
H 4.4083 1.7573 -5.9997
C -0.5516 -3.4321 2.5460
H 0.4797 -4.9284 -1.1701
C 4.1228 1.8961 -2.6182
K 0.0719 0.3989 -0.4137
C -4.6856 -2.0391 4.4095
C 5.7139 2.8749 -4.7117
H -1.1660 -3.9382 3.2744
N 2.4789 -0.7041 -0.4919
H 3.0078 0.9098 -4.1501
C -4.5069 0.9618 -1.5162
C 1.0797 3.2755 0.5476
H 5.0115 -6.5929 -0.1317
N -0.4061 1.0329 2.0805
C -2.5172 6.1792 1.2065
H 4.1077 -3.1447 -2.0538
C -1.8090 7.2509 1.7348
C -3.7236 -1.5485 3.5377
N 0.3439 -1.7561 1.2761
H -6.5004 0.4994 -2.1015
H -3.5306 6.3187 0.8481
C -2.1218 1.3162 3.5610
C 0.0807 5.8038 2.0859
H -2.2666 8.2313 1.7989
H 0.0587 7.8866 2.5849
C -5.0549 -0.2195 -3.5261
C 3.2749 1.3909 -1.5035
C -3.0812 0.8913 -1.7654
C 2.3842 -4.4461 -0.3356
C -1.3389 -1.0428 2.9370
C -0.6528 2.3409 2.1794
C 3.2578 -0.0220 -1.3407
C -0.0037 3.3700 1.4467
N 1.7961 2.1648 0.2968
C -0.5066 7.0583 2.1724
H -2.6499 -3.2634 0.1042
C -2.0096 -2.1177 5.1066
C -2.7253 0.2254 -3.0106
C -1.9297 4.9265 1.1204
H -3.4271 -0.8044 -4.7578
H 1.0859 5.3266 -0.4387
C 3.6628 -4.9312 -0.0540
C -1.2778 0.3561 2.8507
H 1.0925 -7.2609 -1.7252
C 2.4099 3.7753 -1.2091
O -1.3894 -2.5508 -1.3937
C -1.7403 2.5445 3.1412
O -2.2733 1.3738 -0.9434
H -0.9613 -2.1395 5.3766
H -1.3790 -0.4543 -4.5300
C 5.2010 2.7476 -2.3655
C 3.7210 -2.2055 -1.6892
C 1.4686 -5.3069 -0.9395
H 6.3264 3.2528 -5.5220
C -2.9681 -2.6114 5.9789
H -2.6606 -3.0221 6.9338
H -5.0615 -2.9600 6.3144
```

The charge is -2. For the orbital gap (spin up / spin down), the calculation gives 0.194 / 0.194 Ha. The calculation puts the relative energy (zero: lowest compared OMol25 entry of this formula, charge and spin) at 0.0 kcal/mol.

Mulliken population analysis, charges in e, atoms 1 to 4: atom 1 (C): -0.74, atom 2 (H): 0.35, atom 3 (C): -0.46, atom 4 (H): 0.35

Record 2
Formula: C3H3N3
Source: the Open Molecules 2025 dataset
Level of theory: wB97M-V/def2-TZVPD

```
9
C3H3N3 (wB97M-V/def2-TZVPD)
N -0.3384 -1.6179 -0.3969
C 0.4517 0.6755 0.6353
N -0.9364 2.6623 -0.3357
C -0.2901 1.8064 0.1004
H -1.3130 -1.5265 -0.1562
H -0.1302 -2.1529 -1.2272
C 0.4279 -0.5611 -0.0967
N 1.5329 0.0297 -0.2371
H 0.5956 0.6845 1.7141
```

The charge is 0. As for the SMILES: N#C[C@@H]1N=C1N. For the orbital gap, the calculation gives 0.403 Ha. The calculation puts the relative energy (zero: lowest compared OMol25 entry of this formula, charge and spin) at 37.8 kcal/mol.

natural (NBO) population analysis, charges in e, atoms 1 to 4: atom 1 (N): -0.79, atom 2 (C): -0.26, atom 3 (N): -0.31, atom 4 (C): 0.25

Record 3
Formula: C2H3NO2S
Source: the Open Molecules 2025 dataset
Level of theory: wB97M-V/def2-TZVPD

```
9
C2H3NO2S (wB97M-V/def2-TZVPD)
C -0.2792 1.2237 -0.1334
H 1.1852 -1.2988 -0.9373
O -1.5257 -0.7860 1.0831
O -1.2831 -0.9698 -1.3806
N 1.1842 -1.1280 0.0998
C 0.1024 2.2763 0.3290
H 0.4598 3.2984 0.5500
S -0.7817 -0.5562 -0.1164
H 0.9382 -2.0597 0.5057
```

The charge is 0. As for the SMILES: C#CS(N)(=O)=O. For the orbital gap, the calculation gives 0.414 Ha. The calculation puts the relative energy (zero: lowest compared OMol25 entry of this formula, charge and spin) at 116.4 kcal/mol.

natural (NBO) population analysis, charges in e, atoms 1 to 4: atom 1 (C): -0.36, atom 2 (H): 0.36, atom 3 (O): -0.87, atom 4 (O): -0.88

> Which of these has the lowest relative energy (zero: lowest compared OMol25 entry of this formula, charge and spin)?

C52H36ClKN4O3